[1]
# C29H35N2

A 2-piece molecular cluster, C29H35N2 overall at a distorted geometry (ωB97M-V with the def2-TZVPD basis set, the Open Molecules 2025 dataset).

Values from the calculation:
Total charge: +1
2S+1: 1
Relative energy (zero: lowest compared OMol25 entry of this formula, charge and spin), kcal per mole: 45.6
Max |F|, eV/Å: 2.90
Kohn-Sham gap, eV: 4.595

The geometry in XYZ format:
```
66
C29H35N2 | the Open Molecules 2025 dataset | ωB97M-V with the def2-TZVPD basis set
C -2.0048 0.8771 -1.3226
C -2.1572 -0.3551 -1.9355
N -2.3572 -1.4309 -2.3697
N -2.0218 1.9917 -2.1638
C -2.4606 3.2035 -1.6769
C -2.2960 4.3599 -2.4027
C -1.7907 4.2994 -3.7080
C -1.4691 3.0470 -4.2429
C -1.5800 1.8998 -3.4704
H -2.4878 1.0339 -0.3559
H -2.9628 3.1348 -0.7135
H -2.5821 5.3008 -1.9284
H -1.6610 5.2114 -4.2846
H -1.1304 2.9343 -5.2746
H -1.4119 0.9016 -3.8625
C 2.7272 -4.2275 -2.9094
C 2.1905 -3.8220 -1.5730
C 0.8267 -3.6119 -1.4085
C 0.2868 -3.2427 -0.1750
C -1.2000 -3.1314 -0.0797
C 1.1508 -2.9457 0.8916
C 0.6178 -2.3587 2.1902
C -0.0326 -3.4444 3.0525
C -0.3238 -1.1134 2.0384
C 0.0864 -0.1411 1.0055
C -0.0262 1.2571 1.1762
C 1.0341 2.1302 0.7230
C 2.4157 1.6107 0.4722
C 0.7896 3.4858 0.5963
C -0.4399 4.0530 0.9543
C -0.7263 5.4796 0.6411
C -1.3972 3.2394 1.5707
C -1.2064 1.8682 1.7143
C -2.2819 1.0554 2.3649
C 2.5264 -3.2483 0.7683
C 3.4931 -3.1354 1.9225
C 3.0269 -3.6624 -0.4650
H 3.8116 -4.3555 -2.8603
H 2.2769 -5.1713 -3.2417
H 2.4982 -3.4747 -3.6741
H 0.1490 -3.7279 -2.2521
H -1.6247 -3.5634 0.8295
H -1.5030 -2.0850 -0.1429
H -1.6607 -3.6249 -0.9396
H 1.4738 -1.9630 2.7550
H 0.6416 -4.3049 3.1363
H -0.2395 -3.0700 4.0611
H -0.9765 -3.7967 2.6223
H -1.3663 -1.4486 1.9127
H -0.2955 -0.6054 3.0162
H 0.7582 -0.5242 0.2355
H 3.0600 2.4457 0.1780
H 2.8489 1.1708 1.3843
H 2.4561 0.8498 -0.3183
H 1.5821 4.1353 0.2339
H -1.7257 5.7610 0.9864
H 0.0022 6.1496 1.1133
H -0.6760 5.6665 -0.4396
H -2.3220 3.6964 1.9410
H -3.1233 1.6920 2.6671
H -2.6811 0.2843 1.6891
H -1.9116 0.5586 3.2744
H 4.4804 -3.4740 1.5830
H 3.6063 -2.0998 2.2758
H 3.2008 -3.7639 2.7770
H 4.0954 -3.8605 -0.5625
```



[2]
# C29H35N3O7S

A 2-piece molecular cluster, C29H35N3O7S overall at a distorted geometry (ωB97M-V with the def2-TZVPD basis set, the Open Molecules 2025 dataset).

Values from the calculation:
Total charge: 0
2S+1: 1
Max |F|, eV/Å: 9.04
Kohn-Sham gap, eV: 7.009
Structure (SMILES): CCOCc1cc(-c2ccccn2)c(C)c2c1C(=O)C=C(CCSc1nnco1)C2=O.COCCOCCOC

The geometry in XYZ format:
```
75
C29H35N3O7S | the Open Molecules 2025 dataset | ωB97M-V with the def2-TZVPD basis set
C -0.3184 -3.6905 4.9971
C 1.2934 -3.5155 4.6007
O 1.4412 -4.0821 3.2490
C 2.4521 -3.3024 2.4604
C 1.6174 -1.9585 1.9240
C 2.0840 -0.4053 2.3191
C 1.2296 0.9188 1.8144
C 1.6909 2.4924 2.1466
C 3.1711 2.9267 1.6009
C 3.6242 4.5092 1.8876
C 2.5243 5.4669 2.6883
C 1.1261 4.7439 3.1420
N 0.6970 3.3235 2.9047
C -0.1293 0.7475 0.9055
C -1.0826 1.9559 0.3409
C -0.6001 -0.8069 0.5061
C 0.2617 -2.1506 1.0054
C -0.3317 -3.6534 0.5725
O 0.4620 -4.6934 0.2470
C -2.0019 -3.7391 0.5442
C -2.7847 -2.5182 0.0952
C -4.4563 -2.5414 0.0997
C -4.8603 -2.8788 1.6871
S -6.5520 -2.2326 2.1667
C -6.7181 -0.3958 1.7786
N -6.6425 0.3657 0.4710
N -6.8308 1.7274 0.7921
C -7.0905 2.0448 2.2495
O -6.9854 0.6610 2.8090
C -1.9770 -1.1320 -0.3776
O -2.4082 -0.3998 -1.4074
H -0.9421 -2.7484 4.6581
H -0.4949 -3.8291 6.1460
H -0.6748 -4.6596 4.4083
H 1.5117 -2.3678 4.6820
H 1.9128 -4.0598 5.4334
H 2.7349 -4.0096 1.5422
H 3.3784 -3.0042 3.1104
H 3.0506 -0.3091 2.9728
H 3.8890 2.1659 1.0270
H 4.6795 4.8824 1.5342
H 2.7721 6.5940 2.9030
H 0.3430 5.4436 3.7111
H -0.8715 2.1073 -0.8213
H -2.2067 1.5655 0.4363
H -1.0402 2.9532 0.9515
H -2.5073 -4.7388 0.8830
H -4.7899 -1.4294 -0.1793
H -4.9059 -3.3240 -0.6452
H -3.9883 -2.4618 2.3778
H -4.8275 -4.0677 1.7749
H -7.2970 3.0610 2.8087
C 0.3139 -0.9121 -3.2720
O 0.9566 0.3528 -3.2506
C 2.1828 0.3598 -2.5220
C 3.3162 1.0262 -3.3146
O 3.7277 0.3585 -4.5120
C 2.7805 0.2945 -5.5849
C 2.3849 1.6380 -6.2142
O 1.6343 2.4406 -5.3045
C 2.0916 3.7822 -5.2194
H -0.3688 -0.9913 -2.4217
H -0.2699 -0.9773 -4.1957
H 1.0248 -1.7421 -3.2686
H 2.4907 -0.6602 -2.2395
H 2.0081 0.9333 -1.6030
H 4.2017 1.0361 -2.6682
H 3.0983 2.0730 -3.5181
H 1.9065 -0.2815 -5.2850
H 3.2668 -0.3005 -6.3664
H 1.7381 1.4492 -7.0778
H 3.2843 2.1543 -6.5666
H 3.1765 3.8606 -5.3409
H 1.8431 4.1598 -4.2244
H 1.5804 4.3951 -5.9648
```